[1]
Below is the molecule C3H6O2S, with properties calculated with wB97M-V/def2-TZVPD.

Element x y z (Å)
S1 0.7634 0.1584 -1.4909
O1 1.3067 -1.4190 -2.3584
O2 1.9597 0.9227 -1.4652
C1 -0.4902 -0.4341 1.2882
C2 0.2485 0.4984 0.3889
C3 -1.1985 0.8195 0.7160
H1 -0.0956 -0.5735 2.4001
H2 -1.8745 0.4935 -0.1691
H3 -1.3878 1.6908 1.2388
H4 -0.7409 -1.4138 0.9356
H5 0.9608 1.2177 0.7362
H6 0.5484 -1.9607 -2.2203

[2]
Below is the molecule C17H22N2O5S, with properties calculated with wB97M-V/def2-TZVPD.

Element x y z (Å)
S1 0.1242 2.4343 0.3751
O1 -0.8513 3.1041 1.1816
O2 -5.7294 -0.4276 -0.6575
O3 1.8248 0.8002 -1.6186
O4 1.4604 2.3657 0.8996
O5 6.0730 -0.3579 0.8732
N1 3.1167 0.2082 0.1267
N2 -0.3519 0.8488 0.1026
C1 4.3393 0.7466 -0.4455
C2 0.6913 -0.1497 0.2538
C3 -4.4038 -0.2103 -0.4228
C4 7.0105 -1.3105 0.7428
C5 -1.6938 0.4874 -0.0512
C6 -2.1327 -0.8260 0.0942
C7 5.4529 -0.2373 -0.3230
C8 -6.4825 -2.0117 1.0493
C9 0.1973 3.2269 -1.2454
C10 -2.6505 1.4525 -0.3724
C11 -3.9729 1.1108 -0.5475
C12 5.9918 -1.1176 -1.2144
C13 -3.4609 -1.1739 -0.0941
C14 0.8946 -0.5143 1.7234
C15 -6.2794 -1.7088 -0.4329
C16 1.9332 0.3725 -0.4833
C17 7.0100 -1.8154 -0.5192
H1 -2.3677 2.4866 -0.4451
H2 -7.2480 -1.6793 -0.9401
H3 -3.7337 -2.2107 0.0253
H4 -1.4491 -1.6155 0.3622
H5 0.3873 -1.0358 -0.3185
H6 0.8481 2.6189 -1.8616
H7 -6.9503 -2.9856 1.1646
H8 -0.0636 -0.7916 2.1582
H9 -7.1243 -1.2555 1.4938
H10 -5.5332 -2.0088 1.5792
H11 1.2693 0.3498 2.2670
H12 7.6061 -1.5343 1.6054
H13 5.7024 -1.2476 -2.2366
H14 0.6160 4.2129 -1.0882
H15 -5.6663 -2.4841 -0.9094
H16 1.5764 -1.3560 1.8276
H17 7.6480 -2.5817 -0.9084
H18 4.1327 0.9538 -1.4971
H19 -4.7038 1.8650 -0.7917
H20 3.1366 0.0320 1.1175
H21 4.6028 1.6791 0.0665
H22 -0.7964 3.2910 -1.6652

## Properties
* SMILES: CCOc1ccc(N([C@H](C)C(=O)NCc2ccco2)S(C)(=O)=O)cc1

[3]
Below is the molecule C5H8O, with properties calculated with wB97M-V/def2-TZVPD.

Element x y z (Å)
O1 -0.9584 1.9767 0.1424
C1 -0.7300 0.6785 0.6091
C2 1.3420 -0.1114 -0.5630
C3 -1.0699 -0.5963 -0.3270
C4 0.3433 -1.0928 -0.0397
C5 0.6899 0.1509 0.7634
H1 0.6147 -2.1174 0.1898
H2 1.2780 0.2278 1.6727
H3 2.3862 -0.4102 -0.5129
H4 -1.8697 -1.2062 0.1078
H5 1.1088 0.4929 -1.4412
H6 -1.3008 -0.4466 -1.3969
H7 -0.5396 1.8368 -0.7372
H8 -1.2993 0.6119 1.5341

## Properties
* SMILES: O[C@H]1C[C@H]2C[C@H]21

Listing F_max for the structures above in their given order: 5.2 1.1 2.1 eV Å⁻¹.
Listing DFT total energy for the structures above in their given order: -18134.5777 -42037.9833 -7360.2044 eV.
Listing energy relative to the best compared isomer or geometry (same formula, charge and spin) for the structures above in their given order: 100.8 58.0 47.3 kcal per mole.